Model P:
The following is a DFT calculation (ωB97M-V/def2-TZVPD) of 2 unconnected molecules or ions with the total composition C3H11NO2.

E_LUMO (alpha / beta)	-3.23 / -8.67	eV
E_HOMO (alpha / beta)	-15.1 / -15.0	eV
orbital gap (alpha / beta)	11.84 / 6.28	eV

```
! wB97M-V def2-TZVPD RIJCOSX def2/J DEFGRID3
* xyz 1 2
C 0.78097 1.19422 -1.21605
N -0.16166 0.10997 -0.90968
C -1.11813 0.47993 0.14508
C -1.70464 -0.76593 0.82127
O -1.93927 -0.32836 2.19249
H 1.64300 0.79009 -1.77374
H 1.21122 1.66957 -0.35423
H 0.31137 1.84394 -1.95589
H 0.38129 -0.66759 -0.48145
H -0.82686 1.18276 0.97211
H -1.92049 1.10755 -0.26927
H -2.72336 -1.12622 0.74816
H -1.00077 -1.61966 0.79004
H -1.11949 -0.20280 2.68062
H 3.14894 -0.91026 -1.04155
H 2.42299 -1.84557 -0.10640
O 2.61490 -0.91163 -0.24151
*
```

For reference, the Löwdin charges in units of e are:
1. C -0.030
2. N 0.150
3. C -0.123
4. C -0.175
5. O -0.066
6. H 0.095
7. H 0.119
8. H 0.117
9. H 0.134
10. H 0.178
11. H 0.162
12. H 0.136
13. H 0.126
14. H 0.092
15. H 0.063
16. H 0.061
17. O -0.039

=====

Model Q:
The following is a DFT calculation (ωB97M-V/def2-TZVPD) of 2 unconnected molecules or ions with the total composition C3H11NO2.

E_LUMO (alpha / beta)	-3.80 / -9.03	eV
E_HOMO (alpha / beta)	-13.7 / -13.7	eV
orbital gap (alpha / beta)	9.92 / 4.69	eV

```
! wB97M-V def2-TZVPD RIJCOSX def2/J DEFGRID3
* xyz 1 2
C 1.39090 -0.81378 1.03932
C 0.53372 0.46936 1.04071
C -0.74652 0.29044 0.21681
O -1.56602 -0.86443 0.45865
N 2.80936 -0.72127 1.36136
H 1.06936 -1.50152 1.85202
H 1.29732 -1.34447 0.09313
H 0.24444 0.62976 2.08450
H 1.14016 1.35735 0.85246
H -1.42055 1.06787 0.58210
H -0.62537 0.42376 -0.84874
H -1.18749 -1.54309 -0.08216
H 3.30123 -1.40416 0.77894
H 3.31583 0.16983 1.39382
H -2.59793 1.44344 -3.19933
H -3.42787 1.13638 -4.30049
O -3.53058 1.20453 -3.32311
*
```

For reference, the Löwdin charges in units of e are:
1. C -0.159
2. C -0.133
3. C -0.233
4. O -0.024
5. N 0.309
6. H 0.185
7. H 0.150
8. H 0.128
9. H 0.126
10. H 0.133
11. H 0.121
12. H 0.071
13. H 0.158
14. H 0.168
15. H 0.021
16. H 0.055
17. O -0.077

=====

model Q comes first in stability; the runner-up is 8.5 kJ/mol higher.

=====

Model P:
The following is a DFT calculation (ωB97M-V/def2-TZVPD) of a gas-phase ion, NO4S2 (charge -1).

E_LUMO	3.59	eV
E_HOMO	-4.7	eV
SMILES	O=[N+]([O-])S(=O)(=O)[S-]
orbital gap	8.29	eV

```
! wB97M-V def2-TZVPD RIJCOSX def2/J DEFGRID3
* xyz -1 1
N -1.12349 -0.25496 0.18012
O 0.76758 -0.34637 -1.65111
O -1.26729 0.00797 1.35857
O -1.73704 -0.88998 -0.60284
O 0.85967 1.87497 -0.06569
S 1.79535 -0.61940 1.10808
S 0.70522 0.22776 -0.32713
*
```

For reference, the Löwdin charges in units of e are:
1. N -0.497
2. O -0.439
3. O -0.030
4. O 0.048
5. O -0.547
6. S 0.133
7. S 0.332

=====

Model Q:
The following is a DFT calculation (ωB97M-V/def2-TZVPD) of 2 unconnected molecules or ions with the total composition NO4S2.

E_LUMO	2.97	eV
E_HOMO	-4.9	eV
orbital gap	7.89	eV

```
! wB97M-V def2-TZVPD RIJCOSX def2/J DEFGRID3
* xyz -1 1
N 1.07325 -1.17970 0.03006
O 1.29458 -2.17952 0.62548
O -0.30576 -0.77337 0.29797
O 1.72793 -0.41575 -0.58158
O -1.00752 1.03621 -1.49299
S -2.05695 2.00001 1.24128
S -0.72552 1.51212 -0.12022
*
```

For reference, the Löwdin charges in units of e are:
1. N -0.552
2. O 0.026
3. O -0.298
4. O 0.026
5. O -0.595
6. S 0.029
7. S 0.364

=====

model P comes first in stability; the runner-up is 76.6 kJ/mol higher.